Computed, not measured: an isolated molecule of C21H27N3O5S, with the ωB97M-V functional and the def2-TZVPD basis.

The structure (SMILES) is CCN(CC)CCNC(=O)c1ccc(NS(=O)(=O)c2ccc3c(c2)OCCO3)cc1. Its highest occupied orbital energy is -8.6 eV. The calculation puts the molar mass at 433.53 g mol⁻¹. The LUMO energy is 0.7 eV. The energy above the lowest of the compared OMol25 structures with the same formula, charge and spin is 1.902 eV. The calculation puts the orbital gap at 0.343 Ha.

ORCA input file:
```
! wB97M-V def2-TZVPD RIJCOSX def2/J DEFGRID3
* xyz 0 1
C -1.89931 -0.12905 2.29047
C -3.25060 -0.22419 1.58979
N -3.42218 0.84434 0.61523
C -3.83504 2.10319 1.21860
C -3.28792 3.30248 0.44934
C -4.26213 0.46354 -0.50657
C -3.48563 -0.39796 -1.50979
N -2.17508 0.16627 -1.72301
C -1.04945 -0.57128 -1.68042
O -1.04851 -1.79226 -1.68249
C 0.21126 0.22439 -1.64659
C 1.28989 -0.15876 -2.43585
C 2.50127 0.49413 -2.33069
C 2.66148 1.51937 -1.40157
N 3.91260 2.08792 -1.14426
S 4.50873 1.76154 0.42157
O 5.92959 1.89533 0.31722
O 3.80097 2.57339 1.35937
C 4.00616 0.05496 0.56066
C 4.71170 -0.90350 -0.14312
C 4.14760 -2.14976 -0.33394
C 2.87090 -2.42586 0.14893
C 2.19525 -1.46660 0.92195
C 2.77248 -0.21852 1.11397
O 0.97498 -1.70759 1.47416
C 0.58202 -3.06585 1.42849
C 0.90730 -3.66434 0.06388
O 2.30789 -3.62204 -0.15945
C 1.57366 1.92934 -0.63448
C 0.35710 1.28941 -0.76187
H -1.82028 -0.90660 3.04616
H -1.09206 -0.26044 1.57572
H -1.77412 0.83349 2.77927
H -3.29751 -1.17809 1.06212
H -4.06425 -0.21605 2.33543
H -3.44033 2.13930 2.23479
H -4.93377 2.17437 1.28815
H -3.57838 4.22334 0.94855
H -2.20262 3.25763 0.41021
H -3.67059 3.33356 -0.56824
H -4.57791 1.37699 -1.01523
H -5.17219 -0.07459 -0.19133
H -4.04181 -0.44740 -2.45360
H -3.33788 -1.41930 -1.15050
H -2.10295 1.16787 -1.63865
H 1.17294 -0.98603 -3.11979
H 3.33993 0.18780 -2.93938
H 4.62290 1.84053 -1.81939
H 5.68396 -0.65789 -0.53885
H 4.65743 -2.91906 -0.89102
H 2.25466 0.53341 1.68450
H -0.49163 -3.07957 1.61710
H 1.10646 -3.62620 2.21450
H 0.62327 -4.71573 0.01458
H 0.38056 -3.09687 -0.71446
H 1.71949 2.72154 0.08182
H -0.47036 1.58198 -0.13199
*
```

These are the natural (NBO) partial charges, in e, on atoms 1 to 4: C -0.615; C -0.215; N -0.470; C -0.213

Computed, not measured: a structure of composition C19H23N3O5S2, with the ωB97M-V functional and the def2-TZVPD basis.

Its highest occupied orbital energy is -9.0 eV. The calculation puts the molar mass at 437.54 g mol⁻¹. The LUMO energy is -0.4 eV. The energy above the lowest of the compared OMol25 structures with the same formula, charge and spin is 20.221 eV. The calculation puts the orbital gap at 0.315 Ha.

ORCA input file:
```
! wB97M-V def2-TZVPD RIJCOSX def2/J DEFGRID3
* xyz 0 1
C -2.95262 -3.49200 -1.97589
C -2.76899 -2.51801 -0.75308
N -1.46464 -2.10113 -0.87400
C -0.58295 -1.92092 0.21598
O -0.92758 -2.19114 1.35568
C 0.95067 -1.28256 -0.00275
N 1.34258 -0.56289 1.21656
S -0.24830 0.50797 1.62067
O -1.17153 0.61880 0.52398
O 0.41467 1.67180 2.21303
C -0.94134 -0.52784 2.87210
C -2.33835 -0.49843 2.96438
C -2.83891 -1.02034 4.33028
C -2.02721 -1.77862 5.17050
C -0.71696 -1.44924 5.11917
C 0.07600 -0.93005 4.01420
H 1.09640 -0.73038 4.07887
H 0.10549 -1.93761 5.92160
H -2.58846 -2.27084 6.06177
H -3.81228 -1.40354 4.22747
H -2.91335 -0.08128 2.26898
C 2.56586 -0.08634 1.06545
C 2.62891 0.80523 -0.09476
N 2.51088 0.02067 -1.27832
S 2.57049 0.92234 -2.77294
O 2.46250 -0.09220 -3.64929
O 4.26290 1.41550 -2.35045
C 1.64097 2.19999 -2.83593
C 2.26721 3.46456 -2.17248
C 1.30436 4.50887 -2.08729
C -0.08593 4.37625 -2.81637
C -0.42504 3.34211 -3.38624
C 0.50825 2.10850 -3.37120
H 0.33643 1.33176 -3.79467
H -1.26972 3.19445 -3.82833
H -0.76159 5.08172 -2.83922
H 1.37946 5.56709 -1.66702
H 3.30296 3.36341 -1.68755
C 1.04636 -0.47279 -1.29605
H 1.07539 -1.10792 -2.34387
H 0.39325 0.25045 -1.12796
H 3.87666 1.13141 -0.22735
H 2.03286 1.81670 0.01781
H 2.62349 0.70886 2.16649
H 3.13790 -0.73365 1.08990
H 1.51340 -2.18404 0.10642
H -1.01381 -1.50025 -1.63590
H -2.78303 -2.94563 0.28724
H -3.51298 -1.60054 -0.96073
H -2.25801 -4.28354 -2.11648
H -2.93364 -2.93053 -2.99562
H -4.08910 -3.77421 -1.96677
*
```

These are the natural (NBO) partial charges, in e, on atoms 1 to 4: C -0.613; C -0.228; N -0.646; C 0.719

Computed, not measured: a structure of composition C35H35CdMgN10O9, with the ωB97M-V functional and the def2-TZVPD basis.

Its highest occupied orbital energy (alpha / beta) is -3.9 / -7.8 eV. The calculation puts the molar mass at 876.44 g mol⁻¹. The LUMO energy (alpha / beta) is -0.5 / -0.5 eV. The calculation puts the orbital gap (alpha / beta) at 0.126 / 0.270 Ha.

ORCA input file:
```
! wB97M-V def2-TZVPD RIJCOSX def2/J DEFGRID3
* xyz 0 2
Mg -0.12843 -2.27955 -2.28390
Cd 0.29617 0.94312 2.51849
N 0.02771 0.41305 -0.57363
O -0.03027 -0.59227 -1.29920
O 0.41259 0.32301 0.56496
O -0.30002 1.42371 -1.01608
N 2.12591 -1.32833 -4.50638
O 2.99037 -2.11685 -4.56286
O 2.06268 -0.25664 -5.08033
O 1.29386 -1.56280 -3.66388
N -2.52423 -2.96647 -0.19528
O -1.64767 -2.69943 -1.06540
O -3.31215 -2.04848 0.00476
O -2.51376 -4.03651 0.43339
N 1.21981 2.71188 2.08975
C 0.82365 3.66238 1.22039
C 1.64329 4.76668 0.81606
C 2.85309 4.87688 1.42222
C 3.23484 4.09334 2.47835
C 2.33585 3.05910 2.85552
H -0.04646 3.50104 0.60131
H 1.26935 5.48518 0.10169
H 3.50594 5.73102 1.31911
H 4.16036 4.36219 2.96572
H 2.63476 2.50251 3.73146
N -1.75449 1.85965 2.31646
C -2.18699 3.06213 2.93362
C -3.50754 3.47974 2.98111
C -4.41649 2.70118 2.28517
C -4.02408 1.54426 1.68498
C -2.77069 1.08185 1.79495
H -1.43883 3.60618 3.49099
H -3.91141 4.38410 3.41172
H -5.42527 3.07845 2.20498
H -4.79226 0.94836 1.21465
H -2.49603 0.20508 1.22729
N 1.22781 -2.92986 -0.96678
C 2.37318 -2.28198 -0.55507
C 3.31570 -2.66636 0.40591
C 3.01246 -3.71567 1.23315
C 1.79279 -4.32326 1.04076
C 1.02988 -3.99676 -0.09899
H 2.49158 -1.35440 -1.09541
H 4.13843 -1.98189 0.55086
H 3.53289 -4.10597 2.09525
H 1.56051 -5.13756 1.71110
H 0.12979 -4.58615 -0.19308
N -1.54075 -1.70664 -3.81169
C -2.56655 -0.86478 -3.50671
C -3.54704 -0.50109 -4.38581
C -3.48370 -0.95881 -5.68174
C -2.39349 -1.75109 -6.05407
C -1.44334 -2.13338 -5.13141
H -2.53768 -0.46066 -2.50559
H -4.23353 0.29518 -4.13862
H -4.26138 -0.74737 -6.40070
H -2.37214 -2.21581 -7.02874
H -0.76400 -2.93057 -5.39483
N -0.68203 -0.91215 3.21175
C -1.61225 -0.98012 4.23279
C -1.99773 -2.20688 4.85962
C -1.47530 -3.41846 4.41191
C -0.70869 -3.39912 3.21571
C -0.39065 -2.14538 2.69091
H -1.80798 -0.06929 4.77912
H -2.37084 -2.11966 5.86936
H -1.84246 -4.31303 4.89290
H -0.22455 -4.31464 2.90938
H 0.15506 -2.17271 1.75932
N 0.87639 2.65412 -4.67888
C 0.60875 3.87195 -5.16036
C -0.60932 4.22304 -5.76688
C -1.69634 3.38162 -5.46919
C -1.49497 2.27751 -4.69482
C -0.22983 1.93161 -4.33642
H 1.36522 4.63923 -5.23408
H -0.81633 5.10394 -6.35642
H -2.73896 3.44292 -5.74412
H -2.27548 1.61847 -4.34429
H -0.00275 1.09081 -3.69775
N 2.14140 -0.18033 3.15636
C 2.27559 -1.00270 4.21534
C 3.39314 -1.79213 4.50729
C 4.52150 -1.59383 3.65521
C 4.49212 -0.69567 2.62112
C 3.25243 -0.11918 2.35272
H 1.41851 -1.07380 4.86861
H 3.38299 -2.45035 5.36347
H 5.44896 -2.12281 3.81763
H 5.41631 -0.54125 2.08405
H 3.10386 0.52478 1.49853
*
```

These are the Löwdin partial charges, in e, on atoms 1 to 4: Mg 0.689; Cd 1.333; N -0.578; O -0.071

no.,maximum force (eV Å⁻¹),E_tot (a.u.)
1,1.00,-1755.07574
2,18.43,-2073.99867
3,7.24,-2946.84645